C38H44ClF3InN6O4S2 as an isolated structure. Source: the Open Molecules 2025 dataset; level of theory: ωB97M-V/def2-TZVPD.

F_max	0.54	eV/A
energy relative to the best compared isomer or geometry (same formula, charge and spin)	0.729	eV
E_LUMO	2.2	eV
net charge	-1
E_HOMO	-4.650	eV

XYZ file:
```
99
Properties=species:S:1:pos:R:3:forces:R:3:lowdin_charge:R:1
In 1.16343 -0.08496 -1.14944 0.3 0.0 0.1 0.528
Cl -5.31272 1.46115 3.21897 0.0 0.0 0.0 0.605
C -3.93496 1.31407 2.14812 0.0 0.0 0.0 -0.706
C -2.69520 1.82113 2.53511 0.0 0.0 0.0 -0.109
C -1.60787 1.66114 1.71119 0.0 -0.1 0.0 -0.013
C -1.67745 0.98449 0.45640 0.3 0.1 0.3 -0.376
O -0.58536 0.81416 -0.20132 -0.4 -0.1 -0.4 -0.159
C -2.97473 0.55367 0.06277 0.0 0.0 0.0 -0.155
C -3.30617 -0.01219 -1.25025 0.0 0.1 0.0 -0.244
O -2.69786 0.15391 -2.27992 0.0 -0.1 0.0 0.036
C -4.06323 0.69166 0.93120 0.0 0.0 0.0 -0.094
H -2.59136 2.32120 3.48994 0.0 0.0 0.0 0.104
H -0.63237 2.01457 2.02162 0.0 0.0 0.0 0.107
H -4.26246 -0.57822 -1.25604 0.0 0.0 0.0 0.120
H -5.02883 0.30648 0.62134 0.0 0.0 0.0 0.110
F 5.72034 0.88930 -2.14702 0.0 0.0 0.0 0.140
C 4.99290 1.97236 -2.45031 0.0 0.0 0.0 -0.533
F 5.64499 3.03730 -1.95654 0.0 0.0 0.0 0.133
F 5.00482 2.09403 -3.79741 0.0 0.0 0.0 0.130
C 3.52477 1.90357 -1.93702 0.0 0.0 0.0 -0.570
O 2.96017 2.97328 -1.77659 0.0 0.0 0.1 0.050
O 3.10927 0.71860 -1.78686 0.0 0.0 0.0 -0.101
N -2.35871 -2.43504 0.01548 0.0 -0.1 -0.1 0.264
C -2.33525 -2.72908 1.12554 -0.1 0.1 0.0 -0.120
C -2.35657 -3.01881 2.53248 0.1 0.0 0.0 -0.218
C -2.84778 -2.05013 3.40469 0.0 0.0 0.0 -0.013
C -2.84263 -2.30017 4.76645 0.0 0.0 0.0 -0.064
C -2.34633 -3.50271 5.25157 0.0 0.0 0.0 -0.081
C -1.85399 -4.46300 4.37742 0.0 0.0 0.0 -0.077
C -1.85622 -4.22532 3.01305 0.0 0.0 0.0 -0.034
H -3.20965 -1.10927 3.01009 0.0 0.0 0.0 0.102
H -3.21730 -1.54887 5.44897 0.0 0.0 0.0 0.107
H -2.33631 -3.69035 6.31769 0.0 0.0 0.0 0.101
H -1.45927 -5.39499 4.75989 0.0 0.0 0.0 0.103
H -1.46077 -4.95367 2.31797 0.0 0.0 0.0 0.117
C -1.65461 -6.01173 -1.53168 0.0 0.0 0.0 -0.043
C -1.48848 -4.66164 -2.16873 0.0 0.0 0.0 -0.366
C -2.53479 -4.04132 -2.84013 0.0 0.0 0.0 -0.048
C -2.26765 -2.79701 -3.37337 0.0 0.0 0.0 -0.154
N -1.08077 -2.21147 -3.28214 0.0 0.1 0.0 0.068
C -0.13653 -2.87434 -2.61314 0.0 0.0 0.1 -0.786
S 1.47009 -2.16525 -2.46810 0.0 0.0 -0.1 0.646
N -0.29902 -4.08423 -2.05411 0.0 0.0 0.0 0.100
H -1.67478 -6.79419 -2.29379 0.0 0.0 0.0 0.076
H -2.59107 -6.06671 -0.97443 0.0 0.0 0.0 0.072
H -0.81800 -6.20281 -0.86337 0.0 0.0 0.0 0.071
H -3.51191 -4.49870 -2.92005 0.0 0.0 0.0 0.102
H -3.03678 -2.23166 -3.89138 0.0 0.0 0.0 0.105
C -1.87481 0.90221 -5.12236 0.0 0.0 0.0 -0.098
N -1.82446 2.07457 -4.26699 0.1 0.0 -0.1 -0.220
C -2.48298 3.24618 -4.80862 0.0 0.0 0.0 -0.059
C -0.90769 2.16942 -3.27160 -0.1 0.1 0.1 -0.695
S 0.50103 1.23544 -3.36006 0.0 0.0 0.0 0.820
N -1.16582 3.06303 -2.30117 0.0 0.0 0.0 -0.169
C -2.52353 3.38317 -1.89478 0.0 0.0 0.0 -0.046
C -0.13578 3.57735 -1.41240 0.0 0.0 0.0 -0.054
H -2.91434 0.75328 -5.42654 0.0 0.0 0.0 0.089
H -1.52425 0.03126 -4.57463 0.0 0.0 0.0 0.037
H -1.25829 1.03682 -6.01735 0.0 0.0 0.0 0.088
H -2.15719 3.39778 -5.84286 0.0 0.0 0.0 0.091
H -2.22437 4.13282 -4.23757 0.0 0.0 0.0 0.080
H -3.57035 3.12694 -4.80704 0.0 0.0 0.0 0.091
H -3.22890 2.73258 -2.40426 0.0 0.0 0.0 0.086
H -2.77021 4.42978 -2.09924 0.0 0.0 0.0 0.090
H -2.61043 3.21372 -0.81969 0.0 0.0 0.0 0.091
H 0.85532 3.36620 -1.80243 0.0 0.0 0.0 0.044
H -0.22532 3.12053 -0.42579 0.0 0.0 0.0 0.071
H -0.27378 4.65844 -1.31707 0.0 0.0 0.0 0.097
C 2.42496 4.39744 1.49022 0.0 0.0 0.0 -0.044
C 3.07262 3.04066 1.54447 0.0 0.0 0.0 -0.268
C 4.41171 2.89150 1.87299 0.0 0.0 0.0 -0.026
C 5.01171 1.63402 1.83428 0.0 0.0 0.0 -0.268
C 6.48180 1.47382 2.12795 0.0 0.0 0.0 -0.057
C 4.25717 0.52947 1.47132 0.0 0.0 0.0 -0.003
C 2.89471 0.63566 1.15912 0.0 0.1 0.0 -0.306
C 2.33133 1.91202 1.21546 0.0 0.0 0.0 -0.013
N 2.14509 -0.46548 0.69896 0.0 0.0 -0.1 -0.058
C 1.73365 -1.46570 1.69029 -0.1 0.0 0.0 -0.622
C 2.88808 -1.93995 2.58507 0.0 0.0 0.0 -0.056
C 0.63240 -0.91303 2.60863 0.0 0.0 0.0 -0.032
C 1.20427 -2.68906 0.95240 0.0 0.0 0.0 -0.083
H 3.13726 5.18556 1.73745 0.0 0.0 0.0 0.070
H 1.58462 4.46791 2.18584 0.0 0.0 0.0 0.075
H 2.04903 4.58395 0.48221 0.0 0.0 0.0 0.069
H 5.00769 3.76464 2.11905 0.0 0.0 0.0 0.105
H 6.94260 2.43297 2.36657 0.0 0.0 0.0 0.066
H 7.00589 1.05410 1.26688 0.0 0.0 0.0 0.077
H 6.64601 0.79984 2.97187 0.0 0.0 0.0 0.073
H 4.74680 -0.43012 1.36169 0.0 0.0 0.0 0.117
H 1.28446 2.02146 0.95065 0.0 0.0 0.0 0.085
H 3.28742 -1.13275 3.19905 0.0 0.0 0.0 0.075
H 3.69792 -2.35852 1.98477 0.0 0.0 0.0 0.083
H 2.51707 -2.72177 3.25374 0.0 0.0 0.0 0.077
H 0.97561 0.00007 3.10314 0.0 0.0 0.0 0.086
H 0.35266 -1.63807 3.38073 0.0 0.0 0.0 0.078
H -0.25380 -0.66772 2.02390 0.0 0.0 0.0 0.058
H 1.96507 -3.10607 0.29285 0.0 0.0 0.0 0.069
H 0.33972 -2.44382 0.33404 -0.1 0.0 0.0 0.030
H 0.89553 -3.45277 1.67208 0.0 0.0 0.0 0.078
```
Forces are in eV/Å.